73
Properties=species:S:1:pos:R:3 method="wB97M-V/def2-TZVPD" total_charge=-2 homo_ev="-1.756 / -1.734" spin_multiplicity=1 gap_ev="6.045 / 6.024"
Fe -0.5952 0.3650 0.1488
C -2.3417 5.5655 -0.4360
C -1.4370 5.0471 0.6323
N -1.2625 3.7897 0.9347
C -0.2971 3.7713 1.9126
C 0.0923 5.0481 2.2264
N -0.6392 5.8445 1.4014
C 1.0284 5.6520 3.2253
O 1.7196 4.8224 3.8972
O 1.0283 6.8883 3.3037
C 0.2051 2.4754 2.4422
O 1.1074 2.5234 3.3722
O -0.2297 1.4026 2.0274
H -3.2021 4.9056 -0.5292
H -1.8211 5.5596 -1.3968
H -2.6779 6.5805 -0.2142
H -0.5583 6.8476 1.4188
H 1.3683 3.5267 3.6201
S -0.9600 -1.3953 1.8960
C -0.4054 -2.9308 1.3133
C -0.1976 -3.9698 2.2297
C 0.1851 -5.2493 1.8382
C 0.3331 -6.2892 2.8351
N 0.4299 -7.1064 3.6414
C 0.3898 -5.5110 0.4765
C 0.2158 -4.4850 -0.4418
C -0.1697 -3.1890 -0.0667
S -0.3679 -1.9677 -1.2705
C 0.7543 -6.8370 0.0195
N 1.0354 -7.8910 -0.3506
H -0.3515 -3.7653 3.2822
H 0.3729 -4.6894 -1.4936
C -3.5905 -0.5109 1.2586
C -3.4758 -0.4006 -0.2304
C -4.3911 -1.1208 -1.0415
C -4.3514 -0.9789 -2.3877
C -3.4056 -0.1082 -2.9769
C -3.3961 0.1470 -4.3702
C -2.4825 1.0252 -4.8809
C -1.5269 1.6351 -4.0456
C -1.4611 1.3735 -2.6874
S -0.2532 2.0559 -1.6687
C -2.4696 0.5089 -2.1200
N -2.5288 0.3468 -0.7445
H -4.6384 -0.5553 1.5664
H -3.1025 0.3279 1.7429
H -3.0829 -1.4142 1.6023
H -5.1094 -1.7807 -0.5664
H -5.0446 -1.5170 -3.0272
H -4.1249 -0.3448 -5.0056
H -2.4807 1.2458 -5.9425
H -0.7987 2.3213 -4.4628
C 2.4536 -0.4491 2.2976
N 3.2481 -0.7245 1.1106
C 4.6793 -0.5889 1.3271
C 2.7198 -0.4391 -0.1298
N 1.6048 0.1678 -0.3037
N 3.5140 -0.8934 -1.2005
C 3.0629 -0.4930 -2.5253
C 3.8200 -2.3272 -1.1538
H 2.7598 -1.1412 3.0870
H 1.3982 -0.5945 2.0993
H 2.5984 0.5768 2.6523
H 4.8855 0.3150 1.9131
H 5.2051 -0.5177 0.3799
H 5.0667 -1.4450 1.8904
H 1.3541 0.2172 -1.2789
H 2.9131 0.5856 -2.5645
H 2.1309 -0.9944 -2.8169
H 3.8398 -0.7590 -3.2447
H 4.1764 -2.6153 -0.1691
H 4.5988 -2.5449 -1.8876
H 2.9334 -2.9302 -1.3901


69
Properties=species:S:1:pos:R:3 method="wB97M-V/def2-TZVPD" total_charge=0 homo_ev="-5.353 / -7.653" e_above_lowest_kcal_mol=7.6 spin_multiplicity=4 gap_ev="4.765 / 7.044"
Ti 0.8891 -0.0449 -0.9185
C 2.6919 1.6181 2.7595
C 2.4499 1.3829 1.4461
N 1.5088 0.4821 1.0162
C 0.9595 -0.2892 2.0339
C 1.2488 -0.0096 3.3648
N 2.0598 0.9482 3.7813
C 0.1605 -1.4290 1.6010
C -0.4219 -2.3964 2.4105
C -1.1000 -3.4589 1.8024
C -1.1919 -3.5457 0.4255
C -0.5959 -2.5480 -0.3608
N 0.0549 -1.5350 0.2571
C -0.5979 -2.4472 -1.7951
C -1.0850 -3.4512 -2.6444
N -1.0862 -3.3864 -3.9524
C -0.5424 -2.2329 -4.4645
C -0.0279 -1.2472 -3.6870
N -0.0237 -1.3053 -2.3227
C -1.7206 -4.5089 2.6549
C -2.9541 -5.0649 2.3343
C -3.4924 -6.0385 3.1599
N -2.8979 -6.4900 4.2622
C -1.7158 -5.9556 4.5614
C -1.0937 -4.9758 3.8039
H 3.4345 2.3521 3.0455
H 2.9918 1.9124 0.6711
H 0.7709 -0.6079 4.1347
H -0.3591 -2.3297 3.4864
H -1.6978 -4.3806 -0.0372
H -1.4910 -4.3559 -2.2019
H -0.5184 -2.1358 -5.5414
H 0.4187 -0.3649 -4.1301
H -3.5021 -4.7328 1.4623
H -4.4569 -6.4727 2.9205
H -1.2302 -6.3322 5.4547
H -0.1212 -4.6028 4.0969
O 1.5567 1.3768 -2.1209
C 1.9889 2.1046 -3.0165
C 3.3696 2.6589 -2.9627
C 3.2149 3.9760 -2.1572
C 2.0359 4.8968 -2.5327
C 0.6289 4.3451 -2.2168
C 0.0455 3.4261 -3.3007
N 1.1299 2.6437 -3.9352
H 3.7401 2.8637 -3.9696
H 4.0426 1.9607 -2.4674
H 4.1499 4.5307 -2.2481
H 3.1121 3.7132 -1.1008
H 2.0999 5.1895 -3.5870
H 2.1697 5.8218 -1.9698
H -0.0657 5.1711 -2.0512
H 0.6798 3.7981 -1.2717
H -0.4280 3.9972 -4.0985
H -0.6981 2.7465 -2.8868
H 1.6225 3.1916 -4.6240
O -0.9310 1.0052 -0.6636
N -1.4363 1.4934 0.4495
C -0.7459 2.3746 1.1920
C -1.2795 2.8321 2.3820
C -2.5210 2.3819 2.7929
C -3.2161 1.4793 1.9998
C -2.6485 1.0389 0.8245
H 0.2238 2.6459 0.8081
H -0.6928 3.5235 2.9686
H -2.9451 2.7282 3.7250
H -4.1850 1.0940 2.2798
H -3.0777 0.3204 0.1439
I 3.3449 -1.3495 -1.2755


67
Properties=species:S:1:pos:R:3 method="wB97M-V/def2-TZVPD" total_charge=+2 homo_ev="-12.928 / -13.112" spin_multiplicity=1 gap_ev="4.746 / 5.165"
Ta 0.7972 1.7261 0.1934
O 1.4172 3.2441 -0.9570
C 0.9868 4.4374 -1.0713
C -0.0056 5.0272 -0.2701
C -0.3866 6.3609 -0.5447
C -1.3407 6.9429 0.2333
C -1.9424 6.2642 1.2974
C -1.5767 4.9676 1.5879
C -0.6103 4.3343 0.8109
O -0.2499 3.0824 1.0954
N -1.7537 8.3344 -0.0578
O -1.1864 8.8885 -0.9710
O -2.6043 8.8070 0.6579
H 1.4508 5.0320 -1.8582
H 0.0640 6.9172 -1.3566
H -2.6936 6.7773 1.8826
H -2.0241 4.4304 2.4121
O 0.9382 -0.2515 -0.4128
S 2.1528 -1.1363 -0.8577
C 1.3839 -2.5577 -1.5611
C 0.4053 -3.2806 -0.8879
C -0.1339 -4.3908 -1.5078
C 0.3057 -4.7705 -2.7744
C 1.2798 -4.0384 -3.4342
C 1.8259 -2.9156 -2.8278
C 2.8399 -1.7262 0.6640
C 2.0649 -1.8815 1.8066
C 2.6704 -2.3537 2.9582
C 4.0258 -2.6713 2.9549
C 4.7853 -2.5123 1.8054
C 4.1940 -2.0274 0.6468
H 0.0687 -2.9831 0.0964
H -0.8912 -4.9734 -1.0010
H -0.1154 -5.6483 -3.2461
H 1.6171 -4.3363 -4.4171
H 2.5848 -2.3307 -3.3326
H 1.0114 -1.6310 1.7959
H 2.0888 -2.4820 3.8611
H 4.4901 -3.0440 3.8579
H 5.8383 -2.7576 1.8092
H 4.7803 -1.8868 -0.2538
C 3.6914 1.3618 1.6342
O 2.4215 1.4794 0.9971
H 3.9713 2.3348 2.0311
H 4.4237 1.0285 0.9024
H 3.6138 0.6336 2.4401
C -3.8410 -4.1655 0.4641
C -3.2102 -2.8721 0.0520
C -2.5863 -2.0462 0.9893
C -2.0333 -0.8298 0.6356
C -1.5175 0.0415 1.7418
C -2.0947 -0.4204 -0.7159
Se -1.4838 1.2518 -1.2815
C -2.7286 -1.2384 -1.6823
C -2.8354 -0.8344 -3.1245
C -3.2619 -2.4477 -1.2731
H -3.4667 -4.5103 1.4262
H -3.6748 -4.9418 -0.2829
H -4.9223 -4.0387 0.5541
H -2.5673 -2.3542 2.0285
H -1.3496 -0.5349 2.6496
H -2.2045 0.8576 1.9690
H -0.5474 0.5250 1.5271
H -1.8628 -0.5968 -3.5562
H -3.4670 0.0502 -3.2336
H -3.2792 -1.6368 -3.7090
H -3.7398 -3.0832 -2.0094


| no. | calculated total energy (Eh) |
| --- | --- |
| 1 | -4319.37794 |
| 2 | -2857.65343 |
| 3 | -4484.13914 |